Molecular formula: C5H7NO
Method: DFT, ωB97M-V with the def2-TZVPD basis set

The geometry in XYZ format:
```
14
Properties=species:S:1:pos:R:3
O 0.749 -1.656 0.608
C -0.081 -0.808 0.893
C -0.307 -0.117 2.093
N -0.062 1.112 0.151
C 0.923 0.745 -0.900
C -0.089 -0.220 -1.549
C -0.858 0.014 -0.258
H -1.118 0.593 2.164
H 0.097 -0.522 3.022
H 1.804 0.241 -0.486
H 1.230 1.630 -1.464
H 0.230 -1.254 -1.697
H -0.577 0.184 -2.438
H -1.941 0.057 -0.140
```

Calculated values
Multiplicity: 1
HOMO energy (spin up / spin down): -8.82 / -9.02 eV
ΔE to the lowest compared entry with this formula, charge and spin: 107.4 kcal per mole
E: -324.55339 Ha
Net charge: 0
Largest force on an atom: 0.01049 hartree/bohr
Orbital gap (spin up / spin down): 7.822 / 8.346 eV